(1)
Entry from OMol25: a cluster of 2 separate species, C10H15N in total (wB97M-V/def2-TZVPD).

The geometry in ORCA input format:
```
! wB97M-V def2-TZVPD RIJCOSX def2/J DEFGRID3
* xyz 0 1
H -0.1166 -0.7485 2.0937
N 0.6990 -1.2869 1.8039
C 1.2717 -0.8575 0.7636
C 2.4946 -1.5792 0.2875
C 0.8064 0.3160 -0.0235
C 0.4645 1.5249 0.7244
C 1.0093 1.8657 1.8855
C 0.6104 0.2090 -1.3446
C 0.0670 1.2755 -2.2354
H 3.3538 -0.9116 0.3564
H 2.3925 -1.8859 -0.7507
H 2.6654 -2.4507 0.9128
H -0.2918 2.1546 0.2768
H 0.7141 2.7625 2.4033
H 1.7717 1.2717 2.3633
H 0.8222 -0.7357 -1.8285
H 0.4158 2.2630 -1.9441
H -1.0262 1.2775 -2.1935
H 0.3590 1.0934 -3.2683
C -3.0848 0.6897 0.6339
C -2.7840 -0.3618 0.1507
C -2.3868 -1.6296 -0.4220
H -3.3734 1.6044 1.0593
H -1.5381 -2.0333 0.1297
H -3.2148 -2.3355 -0.3703
H -2.1007 -1.4917 -1.4638
*
```

SMILES: [H]/N=C(C)\C(C=C)=C\C.C#CC
HOMO-LUMO gap, eV: 9.58
LUMO energy, eV: 0.83
Max |F|, eV Å⁻¹: 0.73
Relative energy (zero: lowest compared OMol25 entry of this formula, charge and spin), eV: 2.8669

Results of the Mulliken charge analysis, in e, for atoms 1 through 8: 0.344 -0.636 0.191 -1.390 1.163 -0.505 -0.881 -0.139

=====

(2)
Entry from OMol25: a structure of composition C10H15N2 (wB97M-V/def2-TZVPD).

The geometry in ORCA input format:
```
! wB97M-V def2-TZVPD RIJCOSX def2/J DEFGRID3
* xyz 1 1
C -0.7582 3.3950 1.5917
C 0.5328 2.9052 1.1211
C -1.6996 2.4287 1.6513
C 0.2546 1.5590 0.9427
C 2.3156 -1.5490 -1.7512
C 2.0321 -1.7247 -0.2056
C 1.0072 -0.7272 -1.9711
C -1.8275 -0.0162 0.9697
C -1.5948 -0.7717 -0.3098
C 0.8426 -0.8942 -0.5129
N -1.0773 1.2505 1.1735
N -0.3551 -1.6467 -0.1345
H -0.9509 4.4141 1.9662
H 1.3837 3.5529 1.0670
H -2.7131 2.5763 1.8638
H 3.2789 -0.9807 -1.8847
H 2.3796 -2.4540 -2.4597
H 1.8783 -2.7469 0.1511
H 2.5763 -1.1349 0.5457
H 1.0310 0.2678 -2.4743
H 0.3349 -1.3869 -2.4756
H -2.9023 0.2876 0.9924
H -1.4727 -0.6449 1.8794
H -2.4764 -1.3398 -0.6883
H -1.3864 -0.0817 -1.1546
H -0.3303 -2.0924 0.8351
H -0.3030 -2.4453 -0.7284
*
```

HOMO-LUMO gap (spin up / spin down), eV: 7.28 / 7.40
LUMO energy (spin up / spin down), eV: -4.52 / -4.12
Max |F|, eV Å⁻¹: 2.89
Relative energy (zero: lowest compared OMol25 entry of this formula, charge and spin), eV: 7.9339

Results of the Mulliken charge analysis, in e, for atoms 1 through 8: -0.372 -0.547 -0.468 0.020 -0.421 -1.090 -1.079 -0.559